C9H32N16O11 as an isolated structure at a distorted geometry. Source: the Open Molecules 2025 dataset; level of theory: ωB97M-V with the def2-TZVPD basis set.

ORCA input file:
```
! RIJCOSX wB97M-V def2-TZVPD def2/J DEFGRID3
* xyz -2 1
C -18.485 -12.599 14.225
O -18.160 -13.826 14.087
O -19.493 -12.258 14.822
O -17.719 -11.729 13.834
C -15.048 -12.615 13.117
O -13.992 -13.033 12.659
N -15.512 -11.333 13.264
N -15.898 -13.254 13.848
H -16.399 -11.271 13.743
H -15.059 -10.576 12.771
H -16.817 -12.876 14.031
H -15.807 -14.253 13.733
C -19.040 -9.626 12.690
O -19.321 -8.584 12.236
N -19.643 -10.225 13.750
N -18.012 -10.283 12.334
H -20.387 -9.746 14.238
H -19.340 -11.078 14.199
H -17.775 -11.171 12.753
H -17.332 -9.902 11.692
C -16.882 -15.842 13.947
O -16.365 -16.938 13.727
N -17.007 -15.022 12.981
N -17.113 -15.232 15.088
H -17.460 -14.185 13.321
H -17.042 -15.290 12.008
H -16.709 -15.634 15.923
H -17.728 -14.445 14.939
C -22.075 -11.184 14.977
O -23.241 -11.043 15.049
N -21.204 -10.850 15.862
N -21.439 -11.722 13.969
H -21.570 -10.352 16.660
H -20.228 -11.074 15.732
H -21.832 -11.689 13.040
H -20.436 -11.830 14.018
C -21.086 -14.792 13.934
O -22.153 -15.338 13.605
N -19.912 -15.308 13.830
N -20.964 -13.724 14.586
H -19.145 -14.738 14.156
H -19.791 -16.274 13.560
H -20.088 -13.239 14.718
H -21.825 -13.220 14.749
C -17.858 -9.739 15.820
O -17.451 -8.998 16.713
N -18.877 -10.519 15.895
N -17.161 -10.050 14.740
H -19.038 -11.272 15.242
H -19.349 -10.510 16.788
H -17.460 -10.879 14.247
H -16.431 -9.432 14.415
C -19.490 -13.999 16.988
O -19.502 -14.479 18.099
N -18.727 -14.543 16.046
N -20.045 -12.843 16.659
H -18.602 -14.269 15.082
H -18.466 -15.513 16.153
H -20.535 -12.507 17.476
H -19.855 -12.308 15.824
C -19.619 -13.342 11.482
O -20.102 -13.673 10.445
N -18.428 -13.806 11.838
N -19.935 -12.414 12.365
H -18.018 -13.558 12.727
H -18.155 -14.548 11.209
H -19.273 -12.332 13.123
H -20.787 -11.872 12.382
*
```

HOMO level	-3.18	eV

Results of the Mulliken charge analysis, in e, for atoms 1 through 4: 1.22 -1.16 -0.70 -1.62

=====

The molecule C5H7NOS at a distorted geometry. Source: the Open Molecules 2025 dataset; level of theory: ωB97M-V with the def2-TZVPD basis set.

ORCA input file:
```
! RIJCOSX wB97M-V def2-TZVPD def2/J DEFGRID3
* xyz 0 1
C 2.221 -0.076 -0.504
C 1.062 0.336 -1.222
C 1.873 -0.887 0.504
C 0.070 -0.344 -0.636
C -2.037 1.198 0.482
N 0.515 -1.046 0.432
O -1.959 -1.708 0.065
S -1.738 -0.476 -0.739
H 3.200 0.197 -0.571
H 1.035 1.048 -1.976
H 2.466 -1.342 1.225
H -1.766 1.086 1.508
H -3.060 1.237 0.265
H -1.759 2.177 -0.033
H -0.124 -1.397 1.200
*
```

HOMO level	-8.52	eV

Results of the Mulliken charge analysis, in e, for atoms 1 through 4: -0.43 -0.45 -0.54 -0.05

=====

The molecule CBrCl2NO2 at a distorted geometry. Source: the Open Molecules 2025 dataset; level of theory: ωB97M-V with the def2-TZVPD basis set.

ORCA input file:
```
! RIJCOSX wB97M-V def2-TZVPD def2/J DEFGRID3
* xyz 0 1
O -1.742 -0.149 -0.690
N -0.964 -0.037 0.179
O -1.203 -0.014 1.361
C 0.512 0.215 -0.282
Cl 1.143 1.623 0.384
Cl 0.713 -0.043 -1.927
Br 1.541 -1.595 0.974
*
```

HOMO level	-10.64	eV
SMILES	O=[N+]([O-])C(Cl)(Cl)Br

Results of the Mulliken charge analysis, in e, for atoms 1 through 4: -0.51 0.86 -0.45 0.24